Arrangement A

Entry from the OMol25 dataset: 2 unconnected molecules or ions with the total composition C4H10S2 (the ωB97M-V functional and the def2-TZVPD basis).

Computed properties:
- Lowest unoccupied orbital energy: 0.6 eV
- SMILES string: C=CC.CSS
- E_HOMO: -0.3246 Ha

Geometry as ORCA input:
```
! wB97M-V def2-TZVPD RIJCOSX def2/J DEFGRID3
* xyz 0 1
C -2.38356 2.08702 -1.66937
C -1.14094 1.69054 -1.40468
C 0.05849 2.03336 -2.22825
H -3.15444 1.88004 -0.93833
H -2.63287 2.55943 -2.61063
H -0.94235 0.97203 -0.61127
H 0.60654 1.11831 -2.46855
H -0.22817 2.55266 -3.14325
H 0.75070 2.66705 -1.66890
C 0.32833 -2.33645 2.33743
S -0.19738 -1.09504 1.07398
S 1.55452 -0.59516 0.20267
H 0.13772 -3.31695 1.90889
H -0.32462 -2.18625 3.19470
H 1.37360 -2.22326 2.59794
H 1.61960 0.71757 0.55437
*
```

***

Arrangement B

Entry from the OMol25 dataset: a single C4H10S2 molecule (the ωB97M-V functional and the def2-TZVPD basis).

Computed properties:
- Lowest unoccupied orbital energy: 0.8 eV
- SMILES string: CCSSCC
- E_HOMO: -0.3210 Ha

Geometry as ORCA input:
```
! wB97M-V def2-TZVPD RIJCOSX def2/J DEFGRID3
* xyz 0 1
C -2.19449 -0.06740 -0.25222
C -1.32446 1.18427 -0.31999
S -0.26216 1.48548 1.13637
S 0.31115 -0.30425 1.86177
C 1.78590 -0.80873 0.91726
C 1.76476 -0.40472 -0.54438
H -2.67760 -0.19758 -1.22832
H -3.03721 0.08664 0.41352
H -1.56569 -0.93438 -0.05425
H -1.90311 2.10190 -0.36143
H -0.69284 1.16553 -1.20844
H 2.68379 -0.38659 1.38051
H 1.86572 -1.89412 1.03588
H 2.67158 -0.74937 -1.03578
H 1.61695 0.65959 -0.68612
H 0.95772 -0.93626 -1.05437
*
```

***

We find arrangement B to be the most stable, with the next structure 1.140 eV higher.

***

Arrangement A

Entry from the OMol25 dataset: a single C8H8FN molecule (the ωB97M-V functional and the def2-TZVPD basis).

Computed properties:
- Lowest unoccupied orbital energy: 0.8 eV
- SMILES string: F/N=C\Cc1ccccc1
- E_HOMO: -0.3530 Ha

Geometry as ORCA input:
```
! wB97M-V def2-TZVPD RIJCOSX def2/J DEFGRID3
* xyz 0 1
F -3.02156 3.08557 -1.42305
N -2.08604 3.08594 -0.38094
C -1.41338 1.99910 -0.25308
C -1.23181 0.53343 -0.90709
C -0.13732 -0.21477 -0.22570
C -0.41578 -1.34265 0.53632
C 0.61285 -2.06104 1.12056
C 1.92756 -1.65566 0.96349
C 2.21028 -0.51891 0.22472
C 1.18367 0.19431 -0.36847
H -0.73075 2.12378 0.58440
H -2.19244 0.02493 -0.82859
H -1.01643 0.69962 -1.96216
H -1.43898 -1.66859 0.66325
H 0.39087 -2.94654 1.69633
H 2.72333 -2.22671 1.41713
H 3.22861 -0.18499 0.09853
H 1.40733 1.07317 -0.95566
*
```

***

Arrangement B

Entry from the OMol25 dataset: a molecular structure, C8H8FN (the ωB97M-V functional and the def2-TZVPD basis).

Computed properties:
- Lowest unoccupied orbital energy: -0.4 eV
- E_HOMO: -0.3482 Ha

Geometry as ORCA input:
```
! wB97M-V def2-TZVPD RIJCOSX def2/J DEFGRID3
* xyz 0 1
C -0.82103 1.39614 -2.65708
C 1.04390 1.35282 0.32888
C 1.83946 0.73087 -0.75984
C -0.27209 1.03401 0.41512
C 1.22568 0.04315 -1.70345
C -0.91083 -0.11606 -0.32853
C -0.20500 -0.16757 -1.58992
C -0.66630 -1.27269 0.73721
N -0.98103 2.29621 -3.32735
F -0.61090 -1.13837 -2.47881
H 1.53313 2.16960 0.86635
H 2.93327 0.67419 -0.73309
H -1.09951 1.49523 0.94034
H 1.79695 -0.40006 -2.51508
H -2.00605 -0.12600 -0.51149
H -0.91850 -0.79873 1.74133
H 0.33742 -1.58135 0.77753
H -1.31849 -2.19975 0.64167
*
```

***

We find arrangement A to be the most stable, with the next structure 1.311 eV higher.

***

Arrangement A

Entry from the OMol25 dataset: a single C3H5N3S2 molecule (the ωB97M-V functional and the def2-TZVPD basis).

Computed properties:
- Lowest unoccupied orbital energy: 0.2 eV
- SMILES string: [H]/N=C(/NC=S)SN=C
- E_HOMO: -0.3023 Ha

Geometry as ORCA input:
```
! wB97M-V def2-TZVPD RIJCOSX def2/J DEFGRID3
* xyz 0 1
H -0.17810 -1.76074 -0.00857
N 0.73425 -1.30403 -0.00254
C 0.54660 -0.07735 -0.00558
N 1.54800 0.90148 0.00266
C 2.91447 0.73901 -0.00257
S 3.81193 -0.60540 -0.00099
S -1.07337 0.75745 -0.00279
N -2.00724 -0.65862 -0.00557
C -3.28426 -0.53140 -0.00249
H 1.24083 1.87539 -0.01596
H 3.39487 1.71893 0.00539
H -3.81924 -1.45980 0.02382
H -3.82874 0.40511 0.01520
*
```

***

Arrangement B

Entry from the OMol25 dataset: a molecular structure, C3H5N3S2 (the ωB97M-V functional and the def2-TZVPD basis).

Computed properties:
- Lowest unoccupied orbital energy: 0.4 eV
- E_HOMO: -0.2911 Ha

Geometry as ORCA input:
```
! wB97M-V def2-TZVPD RIJCOSX def2/J DEFGRID3
* xyz 0 1
C -2.34370 -2.12708 -1.19146
C -0.31791 -1.12885 -0.05739
C 0.76254 0.96557 0.27600
H -2.36822 -1.47819 -2.14864
H -3.43038 -1.77254 -0.49637
H -2.47628 -3.36114 -1.35063
H -0.34563 -2.88264 -0.53476
H 2.36115 -0.05652 1.24930
N -1.04081 -2.17449 -0.43235
N 0.89953 -1.39767 0.41953
N 1.30675 -0.10598 0.87116
S 1.35698 2.55080 0.55904
S -0.76352 0.51421 -0.36468
*
```

***

Arrangement C

Entry from the OMol25 dataset: a molecular structure, C3H5N3S2 (the ωB97M-V functional and the def2-TZVPD basis).

Computed properties:
- Lowest unoccupied orbital energy: -0.7 eV
- E_HOMO: -0.3216 Ha

Geometry as ORCA input:
```
! wB97M-V def2-TZVPD RIJCOSX def2/J DEFGRID3
* xyz 0 1
C 1.48522 -1.00402 -0.51584
C -0.21057 0.51050 -0.10389
C -3.09041 2.23754 0.09948
H -0.22412 -0.06532 2.34053
H 2.05372 -1.76208 0.09841
H 0.51119 1.31216 -0.97340
H -3.54920 3.09897 -0.24218
H -4.01829 1.76963 1.00032
N 0.50155 -0.46486 0.35132
N -1.44488 0.75754 0.36609
N -1.93926 1.87638 -0.35423
S 0.40857 -1.38334 1.90547
S 1.86014 -0.49171 -2.00825
*
```

***

We find arrangement A to be the most stable, with the next structure 1.213 eV higher.

***

Arrangement A

Entry from the OMol25 dataset: a gas-phase ion, C6H11N (charge +1) (the ωB97M-V functional and the def2-TZVPD basis).

Computed properties:
- Lowest unoccupied orbital energy (spin up / spin down): -5.5 / -7.6 eV
- E_HOMO (spin up / spin down): -0.4899 / -0.4894 Ha

Geometry as ORCA input:
```
! wB97M-V def2-TZVPD RIJCOSX def2/J DEFGRID3
* xyz 1 2
C 2.03710 -0.76442 0.64166
C 0.56513 -1.12992 0.49851
C -0.29455 -0.00856 0.07275
C -1.63610 -0.20668 -0.21293
C -2.66424 0.76948 -0.17197
C -2.36467 2.07163 -0.42753
N 2.69144 -0.81158 -0.66500
H 2.17172 0.19263 1.16299
H 2.54921 -1.42185 1.34518
H 0.53150 -1.93396 -0.24067
H 0.21855 -1.54223 1.45566
H 0.22702 0.94444 0.09169
H -1.92161 -1.18197 -0.58510
H -3.66405 0.36332 -0.16457
H -1.33986 2.38265 -0.29593
H -3.09970 2.80092 -0.73061
H 3.66448 -0.49692 -0.57234
H 2.32865 -0.02699 -1.20179
*
```

***

Arrangement B

Entry from the OMol25 dataset: a gas-phase ion, C6H11N (charge +1) (the ωB97M-V functional and the def2-TZVPD basis).

Computed properties:
- Lowest unoccupied orbital energy (spin up / spin down): -4.1 / -6.5 eV
- E_HOMO (spin up / spin down): -0.4955 / -0.5233 Ha

Geometry as ORCA input:
```
! wB97M-V def2-TZVPD RIJCOSX def2/J DEFGRID3
* xyz 1 2
C 2.05655 -1.20382 -1.53389
N 0.67529 -1.15439 -1.03068
C 0.14859 -0.11552 -0.34528
C -1.08794 -0.33185 0.24268
C -1.66560 0.40865 1.33062
C -2.77178 1.18076 1.22696
C 1.09165 0.79849 0.47122
H 2.26090 -0.24419 -1.99726
H 2.94482 -1.26957 -0.90188
H 2.15802 -2.08093 -2.18025
H -0.02223 -1.77667 -1.42047
H -1.85678 -0.81837 -0.40350
H -1.35812 0.23436 2.35194
H -3.02026 1.82685 2.05939
H -3.39476 1.35635 0.35634
H 1.01497 0.82480 1.54880
H 0.70602 1.75226 0.04653
H 2.12065 0.61281 0.17874
*
```

***

We find arrangement B to be the most stable, with the next structure 0.368 eV higher.